# 1
DFT (wB97M-V/def2-TZVPD) results for C6H8O4 in the gas phase in a non-equilibrium geometry.

- Kohn-Sham gap (spin up / spin down) (hartree) = 0.28250 / 0.28252
- E_LUMO (spin up / spin down) (eV) = -0.789 / -0.789
- net charge = 0

Each line ends with the Mulliken charge.
Atoms and positions in Å:
C1 -0.41 -1.04 -1.36  -0.21
C2 1.99 -0.60 1.40  -1.20
C3 -0.25 -0.68 0.07  0.74
C4 1.30 -0.05 0.20  0.82
C5 -1.19 0.68 -0.23  0.42
C6 -2.11 0.96 0.69  -1.01
O1 0.33 -0.65 -2.37  -0.43
O2 -0.87 1.53 -1.26  -0.50
O3 -0.61 -1.52 0.94  -0.83
O4 1.80 0.72 -0.58  -0.60
H1 0.66 0.26 -2.20  0.41
H2 -1.23 2.41 -1.11  0.36
H3 -0.92 -1.99 -1.53  0.46
H4 2.99 -0.18 1.49  0.36
H5 1.40 -0.36 2.29  0.31
H6 1.99 -1.68 1.31  0.31
H7 -2.56 1.94 0.77  0.25
H8 -2.30 0.25 1.48  0.34



# 2
DFT (wB97M-V/def2-TZVPD) results for C22H16ClN3O2S2 in the gas phase in a non-equilibrium geometry.

- Kohn-Sham gap (hartree) = 0.29063
- E_LUMO (eV) = -0.520
- net charge = 0
- SMILES = O=S(=O)(N[C@H]1c2cccc3cccc(c23)[C@H]1Sc1ncccn1)c1ccc(Cl)cc1

Each line ends with the Mulliken charge.
Atoms and positions in Å:
O1 -0.29 0.22 -1.09  -0.57
S1 -0.74 1.15 -0.25  1.25
O2 -0.58 2.66 -0.54  -0.65
N1 -0.36 0.92 1.30  -0.28
C1 0.23 -0.27 1.94  0.41
C2 0.08 -1.51 1.15  -0.85
C3 -0.93 -2.11 0.49  0.11
C4 -0.76 -3.15 -0.42  -1.41
C5 0.57 -3.50 -0.86  -1.15
C6 1.60 -2.52 -0.44  1.32
C7 2.93 -2.92 -0.75  -0.59
C8 3.98 -2.11 -0.49  -0.88
C9 3.76 -1.00 0.63  -0.61
C10 2.48 -1.07 0.89  0.11
C11 1.33 -1.60 0.37  1.31
C12 1.81 0.06 2.15  -1.49
S2 2.25 1.86 2.18  -0.35
C13 2.17 2.33 0.40  0.58
N2 2.02 3.57 0.29  -0.63
C14 1.91 4.04 -1.39  -0.51
C15 1.95 2.97 -2.19  -0.54
C16 2.03 1.43 -1.82  -0.62
N3 2.22 1.42 -0.59  -0.12
C17 -2.60 1.02 -0.06  -0.18
C18 -3.17 -0.22 -0.98  -0.40
C19 -4.55 -0.47 -0.42  -0.68
C20 -5.34 0.34 0.17  0.68
Cl1 -7.06 -0.18 0.34  -0.22
C21 -4.88 1.48 0.95  -1.07
C22 -3.34 1.53 0.89  -0.01
H1 -0.10 1.66 1.58  0.24
H2 -0.19 -0.44 2.88  0.65
H3 -1.92 -2.07 0.97  0.43
H4 -1.53 -3.72 -0.61  0.77
H5 0.61 -4.28 -1.70  0.25
H6 3.27 -3.82 -1.55  0.11
H7 4.97 -2.30 -0.61  0.50
H8 4.66 -0.39 0.92  0.37
H9 2.10 -0.32 2.94  1.16
H10 1.83 5.05 -1.37  0.53
H11 1.75 3.20 -3.13  0.49
H12 1.94 0.77 -2.42  0.97
H13 -2.40 -0.88 -1.46  0.50
H14 -5.11 -1.24 -1.31  0.13
H15 -5.49 1.92 1.53  0.67
H16 -3.09 2.50 1.49  0.24



# 3
DFT (wB97M-V/def2-TZVPD) results for a molecular structure, C2H4NO2 in a non-equilibrium geometry.

- Kohn-Sham gap (hartree) = 0.31274
- E_LUMO (eV) = 4.606
- net charge = -1

Each line ends with the Mulliken charge.
Atoms and positions in Å:
O1 1.79 -0.53 -1.19  -0.70
C1 1.29 -0.13 -0.14  0.53
O2 1.83 0.20 0.93  -0.72
C2 -0.33 0.09 -0.28  -0.67
N1 -1.62 -0.08 0.48  -0.69
H1 -0.19 1.18 -0.41  0.25
H2 -0.85 -0.84 0.53  0.36
H3 -1.40 0.35 1.39  0.27
H4 -0.51 -0.23 -1.31  0.37



# 4
DFT (wB97M-V/def2-TZVPD) results for a molecular structure, C4H8F2N3 in a non-equilibrium geometry.

- Kohn-Sham gap (hartree) = 0.39406
- E_LUMO (eV) = -4.041
- net charge = +1

Each line ends with the Mulliken charge.
Atoms and positions in Å:
C1 -0.05 -0.74 0.45  0.81
C2 -0.81 0.65 -1.41  0.15
C3 1.31 1.24 0.09  0.15
C4 -0.32 -1.89 1.32  -1.35
N1 -0.73 -0.57 -0.64  -0.16
N2 -0.38 1.78 -0.70  -0.56
N3 0.91 0.09 0.81  -0.14
F1 -0.21 0.42 -2.66  -0.31
F2 1.78 2.28 0.79  -0.21
H1 -1.87 0.67 -1.60  0.39
H2 2.05 0.99 -0.68  0.30
H3 0.58 -2.43 1.73  0.35
H4 -1.04 -2.46 0.87  0.39
H5 -0.87 -1.36 2.15  0.37
H6 -1.29 -1.37 -0.96  0.26
H7 -0.19 2.53 -1.32  0.29
H8 1.13 0.18 1.78  0.29



# 5
DFT (wB97M-V/def2-TZVPD) results for 5 unconnected molecules or ions with the total composition C29H24O12S in a non-equilibrium geometry.

- Kohn-Sham gap (hartree) = 0.29256
- E_LUMO (eV) = -1.952
- net charge = 0
- SMILES = O=C1C[C@@H](C[SH](=O)=O)CO1.O=C1C=CC(=O)C=C1.O=C1C=CC(=O)C=C1.O=C1C=CC(=O)C=C1.O=C1C=CC(=O)C=C1

Each line ends with the Mulliken charge.
Atoms and positions in Å:
O1 3.05 -0.95 1.67  -0.52
C1 2.48 0.03 1.45  0.47
C2 1.75 1.02 2.39  -0.80
C3 0.46 1.08 1.55  0.55
C4 -0.70 1.88 2.10  -0.68
S1 -2.27 1.22 1.52  0.90
O2 -2.74 1.97 0.39  -0.55
O3 -2.18 -0.18 1.26  -0.56
C5 1.11 1.47 0.23  -0.38
O4 2.27 0.57 0.22  -0.43
H1 2.34 1.93 2.23  0.41
H2 1.66 0.72 3.43  0.41
H3 0.24 0.03 1.40  0.09
H4 -0.64 2.94 1.85  -0.01
H5 -0.69 1.84 3.19  0.47
H6 -3.13 1.33 2.58  0.16
H7 0.56 1.34 -0.69  0.34
H8 1.60 2.43 0.20  0.20
O5 -1.17 1.82 -3.45  -0.52
C6 -2.30 2.02 -3.83  0.37
C7 -3.47 1.65 -3.00  -0.22
C8 -4.71 1.87 -3.42  -0.33
C9 -4.98 2.49 -4.74  0.37
O6 -6.12 2.69 -5.13  -0.55
C10 -3.81 2.86 -5.58  -0.40
C11 -2.57 2.64 -5.16  -0.37
H9 -3.26 1.20 -2.04  0.39
H10 -5.58 1.61 -2.83  0.43
H11 -4.03 3.31 -6.54  0.40
H12 -1.70 2.90 -5.75  0.43
O7 -0.67 -6.86 2.57  -0.58
C12 -0.48 -5.66 2.63  0.38
C13 0.76 -5.11 3.25  -0.50
C14 0.97 -3.79 3.31  -0.12
C15 -0.02 -2.83 2.76  0.26
O8 0.18 -1.64 2.81  -0.45
C16 -1.25 -3.38 2.15  -0.28
C17 -1.46 -4.69 2.08  -0.50
H13 1.46 -5.83 3.64  0.33
H14 1.86 -3.37 3.75  0.43
H15 -1.95 -2.66 1.75  0.54
H16 -2.35 -5.12 1.64  0.44
O9 -0.64 9.27 -0.41  -0.54
C18 -0.41 8.09 -0.26  0.27
C19 -1.27 7.05 -0.89  -0.37
C20 -1.01 5.75 -0.73  -0.31
C21 0.15 5.29 0.08  0.13
O10 0.38 4.11 0.22  -0.29
C22 1.01 6.33 0.70  -0.34
C23 0.75 7.62 0.54  -0.41
H17 -2.11 7.40 -1.47  0.43
H18 -1.62 4.98 -1.17  0.55
H19 1.85 5.97 1.29  0.43
H20 1.36 8.40 0.99  0.41
O11 3.88 -6.59 -3.19  -0.54
C24 3.75 -6.52 -1.98  0.33
C25 2.83 -5.53 -1.37  -0.46
C26 2.69 -5.44 -0.05  -0.12
C27 3.45 -6.33 0.87  0.38
O12 3.32 -6.26 2.07  -0.52
C28 4.37 -7.32 0.25  -0.39
C29 4.51 -7.41 -1.07  -0.38
H21 2.28 -4.89 -2.05  0.43
H22 2.02 -4.73 0.42  0.47
H23 4.92 -7.96 0.93  0.42
H24 5.17 -8.12 -1.54  0.40



# 6
DFT (wB97M-V/def2-TZVPD) results for C17H32O4 in the gas phase in a non-equilibrium geometry.

- Kohn-Sham gap (hartree) = 0.37898
- E_LUMO (eV) = 0.663
- net charge = 0
- SMILES = COCCCCCCCCCC[C@H]1OCC[C@@H]1CC(=O)O

Each line ends with the Mulliken charge.
Atoms and positions in Å:
C1 1.36 2.05 0.60  -0.22
O1 1.03 2.24 1.96  -0.39
C2 2.15 2.26 2.82  -0.72
C3 2.95 0.94 2.85  -0.89
C4 2.05 -0.30 2.79  -0.18
C5 2.66 -1.47 1.97  -1.11
C6 1.82 -1.88 0.75  0.06
C7 2.48 -1.51 -0.59  -0.98
C8 1.49 -1.56 -1.77  -0.43
C9 1.43 -0.27 -2.59  -0.65
C10 0.05 -0.01 -3.20  -1.31
C11 -0.91 0.75 -2.27  -0.26
C12 -1.93 -0.14 -1.52  -0.07
O2 -1.40 -0.65 -0.32  -0.59
C13 -1.78 0.23 0.76  0.16
C14 -2.52 1.40 0.12  -1.29
C15 -3.15 0.68 -1.11  0.30
C16 -4.38 -0.09 -0.55  -1.07
C17 -4.45 -1.55 -0.91  0.48
O3 -4.11 -2.03 -1.97  -0.54
O4 -5.07 -2.33 0.05  -0.54
H1 0.93 1.11 0.25  -0.34
H2 2.43 2.07 0.42  0.35
H3 0.89 2.85 0.02  0.48
H4 2.83 3.06 2.50  0.36
H5 1.80 2.52 3.82  0.37
H6 3.50 0.93 3.78  0.44
H7 3.64 0.96 2.01  0.35
H8 1.91 -0.68 3.80  0.55
H9 1.07 -0.06 2.40  0.03
H10 2.80 -2.33 2.62  0.39
H11 3.65 -1.20 1.62  0.49
H12 0.85 -1.39 0.77  -0.26
H13 1.67 -2.96 0.78  0.49
H14 2.92 -0.52 -0.50  0.34
H15 3.30 -2.21 -0.74  0.45
H16 1.80 -2.39 -2.41  0.45
H17 0.52 -1.82 -1.36  0.14
H18 2.16 -0.36 -3.40  0.45
H19 1.72 0.59 -1.99  0.25
H20 -0.41 -0.96 -3.47  0.45
H21 0.18 0.54 -4.13  0.41
H22 -0.32 1.31 -1.54  -0.36
H23 -1.44 1.51 -2.85  0.54
H24 -2.21 -0.88 -2.26  0.79
H25 -0.91 0.54 1.34  -0.22
H26 -2.41 -0.36 1.43  0.36
H27 -3.22 1.88 0.80  0.52
H28 -1.76 2.14 -0.15  0.22
H29 -3.48 1.46 -1.79  0.65
H30 -5.29 0.37 -0.94  0.49
H31 -4.44 0.02 0.53  0.26
H32 -4.47 -2.48 0.79  0.34